Entry 1:
The following is a quantum chemistry calculation of one molecule with the formula C6H11NO, from OMol25.

Positions of all 19 atoms, in Å:
C: 1.0026 -0.0525 -1.4178
C: 0.7428 -0.0754 0.0295
C: 0.3637 1.1940 0.5124
N: -1.0593 1.1664 -0.2348
C: -1.4700 -0.3853 -0.3712
C: -0.3758 -0.8947 0.5774
O: -0.8321 -0.5856 1.9962
C: 0.9766 -1.3609 0.8985
H: 0.9888 -1.0275 -2.0198
H: 0.3256 0.7788 -1.9490
H: 2.0600 0.6903 -1.5320
H: 0.2742 1.0256 1.6723
H: 1.0600 2.1086 0.2070
H: -1.3033 1.6707 -1.1562
H: -2.4767 -0.4357 0.1412
H: -1.4887 -0.5802 -1.5288
H: -1.2318 0.4130 1.8158
H: 1.4414 -2.2905 0.4724
H: 1.0019 -1.3591 1.8870

Summary:
Frontier orbital gap: 9.4 eV
Spin multiplicity: 1
Energy: -9930.81056 eV
HOMO: -8.609 eV
Structure (SMILES): C[C@@]12CNC[C@@]1(O)C2
Total charge: 0
Relative energy (zero: lowest compared OMol25 entry of this formula, charge and spin): 737.52 kJ/mol

Entry 2:
The following is a quantum chemistry calculation of a 2-piece molecular cluster, ClH2OPS2 overall, from OMol25.

Positions of all 7 atoms, in Å:
O: 0.6143 0.5054 1.8687
P: 2.1874 -0.1645 -0.1767
S: 3.5705 0.1486 1.1877
S: 1.1313 -1.7247 -0.5166
Cl: 2.1390 1.3658 -1.7002
H: 1.2977 0.2993 2.5032
H: 0.7150 1.4184 1.3617

Summary:
Frontier orbital gap: 8.2 eV
Spin multiplicity: 1
Energy: -45562.05957 eV
HOMO: -9.793 eV
Total charge: 0
Relative energy (zero: lowest compared OMol25 entry of this formula, charge and spin): 154.59 kJ/mol

no.,largest force on an atom (eV/Å),LUMO energy (eV)
1,6.66,0.8
2,3.68,-1.6